C25H55Br2F3N4O3P | ωB97M-V/def2-TZVPD

Structure (ORCA input):
```
! wB97M-V def2-TZVPD RIJCOSX def2/J DEFGRID3
* xyz -1 1
C 1.029 1.532 2.937
P -0.864 1.548 3.204
O -1.177 2.793 4.431
N -1.479 0.050 3.942
C -2.842 -0.362 3.409
C -4.038 0.751 3.738
C -5.488 0.383 3.067
C -6.016 1.430 1.922
F -7.479 1.122 1.708
Br -5.146 1.245 0.130
C -5.942 3.015 2.333
F -4.618 3.561 1.858
F -6.966 3.732 1.485
Br -6.336 3.412 4.255
C -2.817 -0.866 1.850
O -3.416 -2.056 1.570
O -2.163 -0.200 0.713
H 1.586 0.608 3.392
H 1.256 1.671 1.794
H 1.477 2.492 3.483
H -2.027 3.281 4.221
H -0.826 -0.714 3.590
H -3.153 -1.318 4.054
H -3.712 1.857 3.540
H -4.198 0.669 4.919
H -6.301 0.353 3.937
H -5.504 -0.696 2.592
C -3.403 0.948 -5.563
C -2.802 2.350 -5.500
N -3.336 3.180 -4.418
C -2.960 4.593 -4.533
C -1.480 4.942 -4.413
C -3.246 2.622 -3.067
C -1.862 2.256 -2.543
H -4.494 0.989 -5.639
H -3.024 0.422 -6.445
H -3.135 0.348 -4.687
H -3.030 2.833 -6.460
H -1.712 2.264 -5.445
H -3.521 5.181 -3.796
H -3.314 4.959 -5.505
H -1.137 4.891 -3.378
H -1.316 5.972 -4.750
H -0.847 4.298 -5.027
H -3.874 1.723 -3.025
H -3.722 3.308 -2.354
H -1.255 1.731 -3.283
H -1.962 1.592 -1.677
H -1.315 3.137 -2.202
C 3.644 -2.717 -2.306
C 2.285 -2.920 -1.642
N 1.704 -1.696 -1.085
C 0.545 -1.946 -0.222
C -0.700 -2.547 -0.867
C 1.558 -0.568 -2.009
C 0.719 -0.785 -3.262
H 4.357 -2.257 -1.614
H 4.054 -3.684 -2.616
H 3.573 -2.092 -3.202
H 2.438 -3.640 -0.827
H 1.610 -3.399 -2.359
H 0.264 -1.017 0.290
H 0.864 -2.619 0.585
H -1.245 -1.807 -1.455
H -1.385 -2.898 -0.087
H -0.469 -3.404 -1.502
H 2.560 -0.249 -2.321
H 1.162 0.301 -1.466
H 0.929 -1.738 -3.753
H 0.935 0.007 -3.988
H -0.350 -0.730 -3.047
C 6.672 -4.389 2.412
C 5.715 -3.408 1.739
N 4.659 -2.905 2.621
C 3.599 -2.188 1.904
C 3.978 -0.892 1.194
C 5.101 -2.275 3.867
C 6.035 -1.075 3.762
H 6.130 -5.232 2.851
H 7.375 -4.789 1.673
H 7.266 -3.908 3.197
H 5.249 -3.948 0.904
H 6.299 -2.593 1.298
H 2.768 -1.985 2.590
H 3.178 -2.871 1.154
H 4.112 -0.071 1.902
H 3.171 -0.595 0.516
H 4.884 -0.993 0.593
H 5.595 -3.038 4.481
H 4.224 -1.986 4.462
H 6.834 -1.224 3.031
H 6.514 -0.897 4.732
H 5.493 -0.163 3.507
*
```

---

C25H55F6NO27P4 | ωB97M-V/def2-TZVPD

Structure (ORCA input):
```
! wB97M-V def2-TZVPD RIJCOSX def2/J DEFGRID3
* xyz 0 1
N -0.598 -0.041 -0.203
H -0.487 -0.855 0.385
H -1.168 0.668 0.235
H -1.046 -0.401 -1.033
H 0.347 0.279 -0.366
C -2.120 3.412 0.447
O -1.119 3.745 -0.586
O -2.062 2.092 0.940
C -2.167 4.706 1.325
F -1.039 5.194 1.865
F -2.677 5.735 0.649
F -3.025 4.529 2.340
C -1.349 3.022 -1.888
C -0.603 3.716 -2.991
H 0.393 4.009 -2.657
H -0.481 3.155 -3.917
H -1.159 4.617 -3.249
H -2.370 2.729 -2.133
H -0.797 2.082 -1.882
H -3.005 3.520 -0.180
C -0.673 2.363 3.961
C -1.849 1.697 4.700
O -2.392 2.845 5.294
C -1.347 3.589 5.712
O -1.384 4.390 6.608
O -0.315 3.433 4.842
F -1.527 0.739 5.597
H -1.087 2.777 3.042
H 0.063 1.628 3.637
H -2.493 1.322 3.905
C -4.086 -0.511 0.886
C -4.991 0.781 0.907
O -6.126 0.320 1.641
C -6.222 -1.037 1.475
O -7.108 -1.777 1.796
O -5.068 -1.520 0.975
F -5.351 1.149 -0.294
H -3.414 -0.534 1.744
H -3.540 -0.595 -0.053
H -4.592 1.650 1.430
C 2.657 -1.374 3.054
C 2.489 -0.187 2.206
O 2.672 0.868 3.104
C 2.516 0.444 4.391
O 2.223 1.175 5.332
O 2.473 -0.850 4.386
F 1.262 -0.246 1.721
H 3.665 -1.749 2.878
H 1.945 -2.152 2.778
H 3.217 -0.277 1.400
C -4.408 0.481 -3.683
O -3.154 0.182 -4.362
P -2.031 -0.634 -3.592
O -2.226 -0.651 -2.132
O -2.020 -2.078 -4.334
C -1.408 -3.174 -3.754
O -0.685 0.142 -4.096
C -0.354 0.231 -5.493
H -5.312 0.269 -4.253
H -4.378 1.556 -3.507
H -4.510 -0.063 -2.743
H -1.876 -3.225 -2.771
H -0.327 -3.147 -3.620
H -1.817 -4.084 -4.193
H 0.462 -0.466 -5.685
H -0.161 1.255 -5.811
H -1.127 -0.280 -6.067
C 5.453 2.920 0.310
O 4.340 2.080 0.326
P 3.203 2.136 -0.816
O 2.232 1.009 -0.737
O 2.541 3.624 -0.896
C 1.780 4.202 0.195
O 4.191 2.153 -2.095
C 3.685 2.640 -3.359
H 5.726 3.229 -0.699
H 6.290 2.367 0.735
H 5.348 3.813 0.928
H 2.382 5.001 0.627
H 1.433 3.551 0.997
H 0.930 4.752 -0.208
H 3.642 1.847 -4.106
H 4.231 3.488 -3.772
H 2.612 2.811 -3.282
C 4.355 -1.951 -0.553
O 3.784 -1.832 -1.870
P 2.220 -2.405 -2.137
O 1.186 -2.063 -1.121
O 1.967 -1.809 -3.629
C 2.833 -2.065 -4.705
O 2.360 -4.037 -2.307
C 2.530 -4.891 -1.225
H 4.731 -1.015 -0.141
H 5.143 -2.703 -0.511
H 3.543 -2.240 0.114
H 3.698 -2.690 -4.483
H 3.198 -1.109 -5.079
H 2.294 -2.614 -5.477
H 3.550 -5.275 -1.201
H 2.029 -5.843 -1.397
H 2.115 -4.500 -0.296
C -1.003 -2.783 5.110
O -1.624 -3.452 4.023
P -1.077 -3.111 2.529
O -1.360 -1.739 2.046
O 0.486 -3.503 2.566
C 0.899 -4.803 2.978
O -1.755 -4.198 1.562
C -1.578 -4.138 0.151
H -0.558 -3.397 5.893
H -1.784 -2.159 5.545
H -0.270 -2.013 4.872
H 1.521 -5.386 2.299
H -0.018 -5.376 3.118
H 1.505 -4.657 3.872
H -1.064 -3.263 -0.245
H -2.548 -4.136 -0.346
H -1.079 -5.056 -0.162
*
```

---

C25H56N2O2P2SSn | ωB97M-V/def2-TZVPD

The energy above the lowest of the compared OMol25 structures with the same formula, charge and spin comes out at 2.747 eV.

Structure (ORCA input):
```
! wB97M-V def2-TZVPD RIJCOSX def2/J DEFGRID3
* xyz 4 1
Sn 0.310 0.204 -0.584
C -1.376 0.907 -2.291
O -2.393 0.747 -2.807
C 2.004 -0.118 1.146
O 2.278 -0.843 2.010
P 0.823 -2.225 -1.715
C 2.059 -2.076 -3.074
H 2.354 -3.119 -3.285
C 1.649 -3.354 -0.506
H 2.449 -2.716 -0.087
C -0.630 -2.993 -2.561
H -0.947 -2.188 -3.251
C -1.767 3.781 -0.258
P -0.058 3.059 -0.129
H 0.931 5.067 -0.962
H -2.043 3.593 -1.310
C 0.665 3.686 1.483
H 0.545 4.781 1.412
C 0.698 -3.716 0.638
H 1.277 -4.213 1.429
H -0.080 -4.420 0.312
H 0.217 -2.835 1.088
C 2.305 -4.590 -1.124
H 1.570 -5.304 -1.518
H 2.866 -5.095 -0.327
H 3.029 -4.343 -1.908
C -0.272 -4.224 -3.397
H 0.624 -4.106 -4.016
H -1.111 -4.402 -4.084
H -0.161 -5.123 -2.777
C -1.812 -3.276 -1.635
H -2.667 -3.568 -2.261
H -2.113 -2.396 -1.052
H -1.612 -4.112 -0.951
C 1.379 -1.531 -4.347
H 0.910 -2.368 -4.895
H 2.121 -1.090 -5.024
H 0.590 -0.774 -4.171
C 3.324 -1.359 -2.576
H 3.142 -0.373 -2.134
H 4.027 -1.229 -3.411
H 3.831 -1.958 -1.802
C -1.740 5.294 -0.038
H -1.018 5.804 -0.687
H -1.522 5.560 1.006
H -2.724 5.710 -0.291
C -2.801 3.063 0.617
H -2.585 3.156 1.688
C 2.303 3.468 -1.539
H -2.858 1.995 0.372
H -3.791 3.503 0.436
C 0.130 4.053 -2.720
H 2.313 2.379 -1.373
H 2.660 3.653 -2.560
H 3.043 3.918 -0.851
C 0.887 4.048 -1.387
H 0.825 4.316 -3.525
H -0.671 4.796 -2.739
H -0.307 3.071 -2.949
C 2.132 3.309 1.689
H 2.298 2.229 1.530
H 2.410 3.554 2.726
H 2.799 3.887 1.048
C -0.153 3.135 2.656
H -0.357 2.058 2.535
H -1.106 3.661 2.798
H 0.409 3.253 3.596
H 1.294 0.577 -2.973
H 1.514 0.825 -2.268
C -2.606 -2.947 1.908
N -1.856 -2.193 2.907
C -1.903 -2.636 4.301
C -1.365 -0.998 2.557
S -1.689 -0.417 0.953
N -0.970 -0.046 3.499
C 0.112 -0.227 4.472
C -2.069 0.811 3.972
H -3.067 -3.802 2.399
H -1.928 -3.288 1.116
H -3.390 -2.320 1.460
H -0.913 -2.973 4.637
H -2.257 -1.843 4.971
H -2.602 -3.470 4.362
H 0.741 0.686 4.489
H -0.304 -0.381 5.485
H 0.768 -1.073 4.220
H -2.670 1.069 3.096
H -1.658 1.722 4.418
H -2.694 0.262 4.697
*
```

---

One value per record, in order, for strongest force on any atom: 0.145, 0.083, 0.115 hartree/bohr.
One value per record, in order, for Kohn-Sham gap: 6.355, 7.594, 4.916 eV.
One value per record, in order, for LUMO level: 1.828, -0.218, -15.009 eV.